Entry 1:
110
Properties=species:S:1:pos:R:3:lowdin_charge:R:1 method="wB97M-V/def2-TZVPD" gap_ev="6.5 / 8.4" s_squared=3.754 total_charge=0 multiplicity=4 e_lumo_ev="0.56 / 0.56" molar_mass_g_mol=875.6
V -0.27 -0.34 0.15 0.74
S -2.83 -0.72 0.73 0.27
O -3.42 -1.96 1.17 -0.33
O -3.82 0.31 0.52 -0.34
O -1.79 -0.37 1.74 -0.38
O -2.11 -0.91 -0.57 -0.43
C -0.60 -3.88 -2.03 -0.08
C -0.41 -2.82 -3.03 -0.23
O 1.01 -2.42 -3.09 -0.16
P 1.38 -0.89 -2.88 0.38
O 0.82 -0.26 -1.68 -0.23
O 2.95 -0.91 -2.84 -0.15
C 3.71 -0.43 -1.71 -0.27
C 4.53 0.74 -2.02 -0.07
O 1.06 -0.01 -4.10 -0.15
C 1.49 -0.33 -5.46 -0.22
C 2.59 0.59 -5.87 -0.08
H -0.33 -3.47 -1.07 0.04
H -1.67 -4.21 -1.99 0.12
H 0.03 -4.77 -2.18 0.09
H -0.66 -3.16 -4.04 0.12
H -1.04 -1.98 -2.71 0.11
H 3.10 -0.19 -0.82 0.11
H 4.37 -1.24 -1.42 0.12
H 5.51 0.52 -2.41 0.07
H 4.02 1.32 -2.81 0.09
H 4.69 1.34 -1.11 0.09
H 1.80 -1.38 -5.53 0.13
H 0.69 -0.10 -6.14 0.11
H 2.94 0.35 -6.87 0.08
H 2.33 1.64 -5.88 0.07
H 3.51 0.46 -5.28 0.08
C 2.40 -4.42 0.05 -0.07
C 2.82 -3.47 1.14 -0.19
O 1.88 -3.38 2.31 -0.16
P 0.40 -2.93 2.10 0.35
O 0.26 -2.28 0.77 -0.29
O 0.18 -1.97 3.28 -0.15
C -1.05 -1.99 4.08 -0.21
C -0.88 -3.07 5.16 -0.07
O -0.45 -4.22 2.20 -0.15
C -1.87 -4.25 1.82 -0.23
C -2.23 -5.66 1.49 -0.07
H 1.50 -4.02 -0.43 0.04
H 3.22 -4.53 -0.70 0.10
H 2.22 -5.40 0.45 0.08
H 3.76 -3.74 1.59 0.11
H 2.72 -2.44 0.78 0.10
H -1.22 -1.02 4.54 0.12
H -1.86 -2.23 3.40 0.08
H -0.05 -2.83 5.82 0.06
H -1.84 -3.03 5.74 0.09
H -0.69 -4.12 4.78 0.09
H -2.51 -3.77 2.57 0.11
H -2.00 -3.64 0.90 0.10
H -1.47 -6.11 0.81 0.09
H -2.17 -6.32 2.34 0.07
H -3.18 -5.86 1.01 0.08
C -3.30 0.65 -4.01 -0.05
C -3.28 1.00 -2.56 -0.23
O -1.97 1.58 -2.32 -0.16
P -1.40 2.45 -1.17 0.39
O -0.81 1.79 0.00 -0.26
O -0.17 3.18 -1.88 -0.18
C -0.43 4.03 -3.02 -0.26
C 0.06 3.40 -4.28 -0.08
O -2.46 3.57 -0.92 -0.16
C -3.45 3.41 0.21 -0.18
C -4.80 3.96 -0.22 -0.05
H -3.21 1.57 -4.61 0.08
H -2.54 -0.09 -4.14 0.07
H -4.34 0.32 -4.16 0.09
H -4.04 1.72 -2.26 0.11
H -3.37 0.15 -1.87 0.09
H -1.49 4.19 -3.15 0.11
H 0.05 4.97 -2.85 0.11
H 1.15 3.26 -4.20 0.08
H -0.47 2.44 -4.44 0.08
H -0.11 4.07 -5.13 0.09
H -3.49 2.35 0.50 0.08
H -3.07 4.03 0.98 0.10
H -5.56 3.46 0.36 0.08
H -4.80 5.03 -0.06 0.07
H -5.04 3.67 -1.25 0.07
C 1.16 4.38 0.68 -0.06
C 2.03 3.15 0.59 -0.20
O 2.06 2.54 1.93 -0.15
P 1.61 1.14 2.39 0.37
O 1.47 0.26 1.23 -0.25
O 2.61 0.53 3.41 -0.13
C 3.10 1.26 4.52 -0.28
C 2.96 0.52 5.78 -0.07
O 0.33 1.36 3.31 -0.15
C -0.75 2.30 3.08 -0.24
C -1.56 2.29 4.33 -0.06
H 0.11 4.12 0.98 0.07
H 1.54 5.10 1.35 0.07
H 1.22 4.71 -0.38 0.09
H 1.56 2.48 -0.13 0.09
H 3.10 3.31 0.28 0.14
H 4.16 1.48 4.37 0.13
H 2.56 2.21 4.58 0.12
H 3.66 0.83 6.51 0.07
H 1.93 0.51 6.12 0.08
H 3.15 -0.56 5.61 0.10
H -0.38 3.31 2.89 0.11
H -1.36 1.99 2.24 0.09
H -0.95 2.42 5.20 0.07
H -2.37 3.02 4.34 0.09
H -2.09 1.36 4.45 0.07

=====

Entry 2:
114
Properties=species:S:1:pos:R:3:lowdin_charge:R:1 method="wB97M-V/def2-TZVPD" gap_ev=5.3 total_charge=-2 e_lumo_ev=3.32 de_lowest_kcal_mol=10.08 molar_mass_g_mol=1175.6
Cs -0.04 -0.05 -0.23 1.14
C 3.27 -3.74 4.59 -0.03
C 2.72 -2.46 4.05 -0.28
C 2.64 -1.25 4.70 0.00
C 2.05 -0.38 3.76 -0.28
N 1.78 -1.03 2.63 0.15
N 2.19 -2.30 2.81 0.03
B 2.08 -3.43 1.74 -0.49
N 0.63 -3.89 1.49 0.03
N -0.32 -3.15 0.88 0.12
C -1.43 -3.88 0.86 -0.25
C -1.20 -5.13 1.47 0.00
C 0.12 -5.10 1.85 -0.28
C 0.90 -6.19 2.51 -0.04
C -2.69 -3.40 0.26 -0.15
C -3.79 -4.25 0.18 -0.05
C -4.98 -3.82 -0.41 -0.10
C -5.08 -2.54 -0.92 -0.10
C -3.99 -1.69 -0.84 -0.08
C -2.81 -2.11 -0.24 -0.07
N 2.85 -3.11 0.43 0.02
N 2.38 -2.31 -0.55 0.11
C 3.24 -2.40 -1.56 -0.25
C 4.31 -3.26 -1.22 0.01
C 4.02 -3.69 0.05 -0.28
C 4.82 -4.62 0.91 -0.04
C 3.01 -1.69 -2.83 -0.15
C 1.84 -0.98 -3.05 -0.05
C 1.59 -0.34 -4.25 -0.06
C 2.54 -0.38 -5.27 -0.09
C 3.72 -1.08 -5.06 -0.09
C 3.96 -1.73 -3.86 -0.05
C 1.71 1.04 3.97 -0.17
C 2.09 1.69 5.15 -0.05
C 1.77 3.02 5.36 -0.10
C 1.06 3.73 4.40 -0.09
C 0.67 3.09 3.23 -0.05
C 0.98 1.76 3.02 -0.04
H 3.65 -3.56 5.60 0.07
H 2.52 -4.52 4.64 0.06
H 4.10 -4.12 3.99 0.06
H 2.98 -1.04 5.70 0.09
H 2.64 -4.37 2.23 0.09
H -1.88 -5.95 1.61 0.09
H 0.24 -7.05 2.67 0.07
H 1.75 -6.51 1.90 0.08
H 1.30 -5.89 3.48 0.06
H -3.72 -5.26 0.55 0.09
H -5.82 -4.50 -0.48 0.09
H -5.99 -2.22 -1.41 0.10
H -4.03 -0.69 -1.27 0.09
H -1.97 -1.44 -0.17 -0.07
H 5.17 -3.53 -1.81 0.09
H 5.73 -4.89 0.38 0.07
H 5.10 -4.15 1.86 0.07
H 4.27 -5.53 1.16 0.07
H 1.11 -0.93 -2.25 -0.04
H 0.66 0.20 -4.38 0.09
H 2.36 0.14 -6.20 0.09
H 4.47 -1.11 -5.84 0.09
H 4.89 -2.27 -3.71 0.09
H 2.65 1.15 5.90 0.09
H 2.08 3.50 6.28 0.09
H 0.83 4.78 4.55 0.10
H 0.15 3.65 2.46 0.09
H 0.69 1.27 2.11 0.03
Br 2.45 7.05 0.96 0.62
C 1.80 5.40 0.22 -0.72
C 2.69 4.46 -0.14 -0.13
C 2.14 3.19 -0.77 -0.36
N 0.75 2.90 -0.42 0.01
C -0.01 3.91 -0.07 -0.34
C 0.40 5.22 0.19 -0.16
C -1.45 3.55 0.18 -0.19
C -2.44 4.54 0.28 -0.06
C -3.74 4.14 0.53 -0.67
Br -5.11 5.45 0.67 0.70
C -4.06 2.80 0.66 -0.11
C -3.01 1.90 0.54 -0.15
N -1.75 2.26 0.32 0.03
H 3.75 4.58 -0.02 0.08
H 2.75 2.35 -0.41 0.13
H -0.26 5.99 0.57 0.06
H -2.20 5.58 0.15 0.10
H -5.07 2.47 0.83 0.10
H -3.19 0.83 0.63 0.09
C -3.71 -0.39 3.72 -0.25
S -1.98 0.05 3.49 0.82
C -1.32 -1.04 4.75 -0.23
O -1.59 -0.58 2.19 -0.65
H -4.03 -0.11 4.73 0.05
H -3.82 -1.45 3.54 0.06
H -4.28 0.18 2.99 0.04
H -1.65 -0.70 5.73 0.05
H -0.24 -0.99 4.68 0.03
H -1.66 -2.06 4.54 0.06
N -4.35 -1.85 -5.71 0.03
C -3.77 -0.98 -5.19 -0.48
N -3.17 0.08 -4.70 0.02
C -2.39 0.00 -3.66 -0.43
N -1.70 0.07 -2.72 0.03
C 2.28 3.16 -2.24 0.08
C 2.28 3.11 -3.44 0.03
C 2.15 2.99 -4.86 -0.25
C 0.91 2.66 -5.42 -0.05
C 0.78 2.47 -6.79 -0.09
C 1.88 2.62 -7.62 -0.12
C 3.11 2.96 -7.08 -0.11
C 3.25 3.14 -5.71 -0.05
H 0.06 2.52 -4.76 0.12
H -0.18 2.19 -7.20 0.11
H 1.78 2.47 -8.69 0.09
H 3.98 3.07 -7.72 0.09
H 4.21 3.38 -5.28 0.11

=====

Entry 3:
46
Properties=species:S:1:pos:R:3:lowdin_charge:R:1 method="wB97M-V/def2-TZVPD" gap_ev=5.3 total_charge=0 e_lumo_ev=-1.03 de_lowest_kcal_mol=0.00 molar_mass_g_mol=346.3
C -2.23 -1.81 1.86 -0.05
C -1.23 -0.62 2.00 -0.21
O -0.16 -0.73 1.00 -0.24
P 0.92 -1.82 1.31 0.87
C 2.23 -1.30 2.44 -0.22
C 2.03 0.09 3.10 -0.22
C 1.85 1.27 2.11 -0.18
C 2.47 2.58 2.60 -0.24
O 2.02 3.68 1.85 -0.18
C 0.71 4.11 2.24 -0.10
O 1.62 -2.28 -0.01 -0.12
C 0.66 -2.67 -1.08 -0.36
O 0.33 -3.81 -1.21 0.19
C 0.20 -1.52 -1.92 -0.20
C -1.18 -1.31 -1.92 -0.04
C -1.67 -0.25 -2.63 -0.05
C -0.80 0.57 -3.32 -0.06
C 0.55 0.35 -3.34 -0.04
C 1.06 -0.71 -2.62 -0.03
H -3.22 -1.43 1.60 0.09
H -1.89 -2.42 1.02 0.06
H -2.23 -2.37 2.80 0.08
H -0.84 -0.48 3.01 0.11
H -1.77 0.28 1.72 0.13
H 0.26 -2.92 1.89 0.11
H 2.27 -2.03 3.26 0.10
H 3.22 -1.33 1.98 0.11
H 2.95 0.29 3.67 0.12
H 1.23 0.09 3.85 0.11
H 0.77 1.45 2.02 0.09
H 2.16 1.00 1.09 0.13
H 3.56 2.50 2.48 0.13
H 2.28 2.76 3.67 0.13
H 0.67 5.20 2.27 0.09
H 0.42 3.70 3.22 0.09
H 0.00 3.71 1.50 0.09
H -1.83 -1.97 -1.35 0.12
H -2.74 -0.07 -2.63 0.13
H -1.23 1.42 -3.85 0.12
H 1.20 1.02 -3.88 0.12
H 2.13 -0.90 -2.60 0.12
C -3.46 0.13 -5.98 -0.83
O -2.23 0.35 -5.81 -0.11
O -3.81 -1.20 -5.63 -0.02
O -4.36 0.86 -6.37 -0.03
H -2.92 -1.47 -5.38 0.06